Formula: C16H22Cl2O2SeTi
Source: the Open Molecules 2025 dataset
Level of theory: ωB97M-V/def2-TZVPD

Results
Electronic energy ... -134554.199 eV
Largest force on an atom ... 2.941 eV/A
Net charge ... -2
Kohn-Sham gap ... 0.176 Eh

```
44
Properties=species:S:1:pos:R:3:forces:R:3
C -0.008 -1.508 -2.325 -1.26 1.17 -0.85
C -0.242 -0.097 -2.519 -0.65 -2.12 0.93
C -1.460 0.256 -1.838 2.01 -1.08 0.42
C 0.590 0.795 -3.360 0.03 0.12 -0.47
C -1.959 -0.870 -1.170 1.45 -1.23 -0.90
C -1.128 -2.026 -1.567 0.16 0.73 0.97
C -1.528 -3.478 -1.436 0.06 -0.69 0.28
C 1.000 -2.304 -3.104 0.16 -0.06 0.08
C -1.924 1.640 -1.755 -0.61 0.54 -0.41
C -3.140 -0.939 -0.290 -0.99 -0.17 0.07
Ti 0.249 -1.501 0.144 0.16 0.39 1.29
Cl 1.050 0.943 0.194 -0.37 -0.61 -0.21
Cl 2.511 -2.095 -0.211 0.08 -0.08 -0.41
O -0.843 -1.378 1.569 0.24 2.92 0.28
H 1.615 0.430 -3.506 -0.23 0.10 0.33
H 0.614 1.826 -2.995 0.13 -0.13 0.10
H 0.143 0.814 -4.367 0.06 0.17 0.00
H -1.143 2.408 -1.705 -0.06 -0.34 0.51
H -2.725 1.775 -1.039 0.19 0.18 0.66
H -2.433 1.817 -2.683 -0.38 0.45 -0.93
H -3.279 -0.055 0.341 0.25 -0.17 0.00
H -3.202 -1.835 0.337 0.49 0.27 0.03
H -4.020 -1.013 -0.926 -0.49 0.14 -0.17
H -2.031 -3.695 -0.467 0.23 0.31 -0.62
H -0.651 -4.187 -1.440 -0.78 0.80 -0.25
H -2.226 -3.745 -2.260 0.34 -0.10 0.32
H 1.969 -1.782 -3.080 -0.27 -0.20 -0.19
H 0.681 -2.477 -4.160 0.18 0.10 0.58
H 1.180 -3.264 -2.606 -0.03 0.10 -0.27
H -0.091 -1.164 2.217 -1.11 -0.06 0.07
O 0.238 -3.168 1.170 0.25 -1.08 -1.59
H 0.632 -3.917 0.716 0.78 -0.10 -0.07
Se 1.970 -0.333 3.301 0.45 -1.19 0.44
C 1.952 1.500 3.607 -0.82 -0.26 -0.18
C 2.958 2.338 3.075 -0.72 0.27 0.60
C 2.775 3.714 3.167 0.12 -0.08 0.41
C 1.645 4.286 3.771 0.30 -0.21 -0.49
C 0.674 3.428 4.274 -0.28 -0.32 0.48
C 0.798 2.043 4.245 1.19 0.57 -0.41
H 3.851 1.888 2.618 -0.58 0.26 0.14
H 3.565 4.352 2.814 0.21 0.35 -0.28
H 1.509 5.373 3.801 0.08 -0.40 0.02
H -0.203 3.841 4.742 -0.34 0.26 0.14
H 0.066 1.361 4.706 0.38 0.47 -0.46
```
Positions in Å, forces in eV/Å.